Entry 1:
DFT (ωB97M-V/def2-TZVPD) results for a structure of composition C29H49AsIrN10Se at a distorted geometry.

Values from the calculation:
HOMO energy (spin up / spin down) ... -18.41 / -18.41 eV
Lowest unoccupied orbital energy (spin up / spin down) ... -10.97 / -13.08 eV
Total charge ... +4
Gap between HOMO and LUMO (spin up / spin down) ... 7.44 / 5.33 eV
⟨S²⟩ ... 0.752
2S+1 ... 2

Last column: Löwdin spin population.
Positions of all 91 atoms, in Å:
H 1.931 0.421 3.983  0.0001
H -3.910 -1.354 4.463  0.0002
N 1.584 1.224 -1.870  0.0000
H 2.386 -3.284 -2.319  0.0000
C 0.360 -2.686 2.638  0.0710
H -3.148 0.249 4.482  0.0012
H 0.655 -2.737 1.589  0.0016
H 1.319 4.810 -2.940  0.0000
H 2.042 -1.595 -2.610  0.0000
H -2.551 0.802 1.721  0.0221
H 0.028 -4.023 4.347  0.0006
H 0.284 -3.802 -3.844  0.0001
C 2.880 1.324 -3.875  0.0000
As -1.403 -1.870 2.712  0.5508
H 0.309 -0.485 -2.555  0.0000
C 0.075 -4.063 -1.141  0.0000
C 0.328 -2.787 -1.934  0.0005
H -0.009 -2.086 -3.993  0.0000
H -1.278 -3.158 -3.361  0.0000
C 3.647 0.562 1.077  0.0010
N 1.268 0.778 0.708  0.0012
C -3.987 -2.625 1.508  0.0078
H 0.365 5.450 -1.616  0.0000
C 2.717 0.991 -1.175  0.0001
H 0.595 -4.897 -1.609  0.0000
Se 7.408 0.335 -0.002  0.0004
C 1.812 -2.436 -1.944  0.0000
C 3.972 0.942 -1.784  0.0000
H -2.196 -3.871 1.473  0.0008
H -2.638 0.239 -0.626  0.0008
C -1.188 3.125 1.662  0.0000
H -4.494 -1.909 2.154  0.0006
Ir -0.230 1.316 -0.811  0.0038
H -2.990 3.560 -4.730  0.0000
C 1.093 0.648 2.024  0.0128
H -1.343 -2.018 -0.951  0.0010
C 5.128 0.698 -0.939  0.0001
N -1.298 4.281 -3.613  0.0000
N -0.294 3.072 0.461  0.0000
N -0.406 -1.711 -1.193  0.0041
N 6.356 0.629 -1.393  -0.0001
C 1.668 1.370 -3.199  0.0000
H -4.685 -3.439 1.316  -0.0002
H 0.747 1.545 -3.739  0.0000
H -0.989 -4.315 -1.126  0.0000
H -3.225 -0.716 5.945  0.0008
C 4.968 0.521 0.470  0.0000
H -2.762 1.816 -1.004  0.0000
C 4.048 1.125 -3.167  0.0000
H 0.441 -3.980 -0.116  -0.0001
H 4.282 0.318 3.114  0.0000
H 1.245 3.911 -1.433  0.0000
H -2.574 1.360 -3.177  0.0000
C -2.257 3.371 -3.964  0.0000
H -4.036 1.317 0.914  0.0001
H 1.043 -2.006 3.147  -0.0005
N -0.958 2.555 -2.332  0.0000
C -0.516 3.782 -2.643  0.0000
H -2.947 -3.731 3.068  0.0163
H 1.347 -4.471 3.281  0.0089
H 0.644 3.312 0.779  0.0000
C -2.960 1.486 0.974  0.0138
C -3.083 -0.770 4.866  0.0032
H -0.894 -0.792 4.918  -0.0005
C 0.334 -4.068 3.303  0.0360
H -2.962 3.597 0.521  0.0006
H -1.177 5.192 -4.039  0.0000
H 2.166 -2.203 -0.938  0.0000
N 6.068 0.316 1.153  0.0004
C -2.654 2.930 1.334  0.0012
C 0.664 4.525 -2.115  0.0000
H 5.014 1.091 -3.657  0.0000
C 3.434 0.438 2.451  -0.0001
H -0.566 3.839 -0.150  0.0000
N -0.488 -0.468 -1.917  0.0001
H -0.309 -4.772 2.776  0.0010
C -0.204 -2.956 -3.360  0.0002
H -0.876 2.346 2.352  -0.0001
C 2.541 0.750 0.242  0.0003
H -3.249 3.219 2.201  0.0001
H -1.639 -2.385 5.056  0.0228
C -1.730 -1.403 4.575  0.0986
H 2.891 1.455 -4.949  0.0000
C -2.042 2.296 -3.171  0.0000
N -2.337 1.168 -0.342  0.0004
C 2.140 0.494 2.924  0.0015
H -1.016 4.082 2.155  0.0000
H 0.071 0.667 2.375  0.0148
H -3.778 -2.145 0.549  0.0015
H -1.297 -0.445 -2.543  0.0000
C -2.721 -3.189 2.144  0.0965


Entry 2:
DFT (ωB97M-V/def2-TZVPD) results for a structure of composition C29H49BCl3FKLiMgN4O17S at a distorted geometry.

Values from the calculation:
HOMO energy ... -5.44 eV
Lowest unoccupied orbital energy ... -4.57 eV
Gap between HOMO and LUMO ... 0.88 eV

Last column: Mulliken charge in e.
Positions of all 108 atoms, in Å:
N -2.111 -6.806 -0.368  -0.3625
C -2.345 -0.640 -0.936  0.7382
O 8.150 6.630 5.573  -0.5809
H -2.101 -6.341 -1.284  0.4098
C -8.853 -1.606 1.615  -0.2725
Cl -0.833 -6.473 5.283  -0.0769
O 5.952 7.254 3.905  -0.5556
H 0.392 -0.725 -2.527  -0.2883
H 5.827 -2.282 -0.142  0.2647
H 2.489 -1.997 -2.627  0.2588
C -5.814 4.115 -4.602  0.4783
C 9.906 -1.393 -3.047  -0.7848
C 7.137 -0.360 0.092  -0.1775
C 5.477 -1.811 0.897  -0.4167
H -4.932 -1.490 2.230  0.2043
C 6.764 5.905 2.188  -0.4227
O 9.886 -1.014 -0.748  -0.4851
O 7.498 4.503 0.448  -0.5949
K -2.111 -1.931 7.558  0.9301
H 2.524 -3.950 -2.612  0.3206
H -7.360 -2.411 3.426  0.1707
C 8.086 0.900 0.611  -0.6332
H -9.824 -1.990 2.190  0.2389
H 9.692 4.807 4.422  0.4475
H 7.503 1.920 0.658  0.0735
C -7.046 3.233 -4.294  -0.8559
C -7.348 3.330 -1.920  -0.6524
C -8.945 -0.835 0.160  -0.5237
C -5.794 5.428 -3.824  -1.6033
O 9.817 0.726 -2.097  -0.4753
H -1.766 -2.835 -1.283  -0.5926
H -1.069 -4.503 -0.046  -0.2047
O 3.388 -2.161 -0.442  -0.3748
O -6.126 1.638 4.344  -0.7118
O 0.032 -5.595 1.759  -0.7120
H -7.588 0.274 -1.557  0.3649
H -2.442 1.696 -0.619  0.2929
C 1.955 -2.983 -2.218  -0.8731
H 8.481 0.619 1.688  0.2545
H 9.948 -2.427 -2.698  0.3144
O 5.831 -0.381 0.830  -0.2882
C -4.643 -0.016 -0.377  0.1403
O -7.467 2.032 2.708  -0.6211
H 6.061 -2.415 1.724  0.2481
O -5.342 2.211 2.424  -0.6505
C -7.406 -1.865 2.371  -0.3278
C -5.989 -1.351 1.706  -0.2882
H -8.144 4.042 -2.156  0.3879
H -7.710 2.655 -1.138  0.2149
C 3.827 -2.073 0.959  0.3125
O 0.533 -2.817 -2.561  -0.6882
O -6.979 2.543 -3.042  -0.2609
H -2.843 1.122 -2.383  0.1482
H -4.024 0.430 0.541  0.3091
C 6.848 6.479 3.557  0.4740
H -7.099 2.447 -5.058  0.3138
H -7.980 3.803 -4.373  0.4457
C -1.530 -1.780 -1.787  -0.3507
O -3.788 -1.051 -0.979  -0.3313
H -1.364 -6.420 0.220  0.2567
H 3.693 -3.052 1.586  0.1337
B 0.105 -1.609 -1.797  0.7217
Li 1.189 -2.211 5.633  0.4633
O 0.876 -1.725 -0.542  0.3627
H -2.041 -0.754 0.212  0.0836
C -2.131 0.901 -1.452  -0.9335
H 7.003 -0.264 -1.070  0.1696
C 8.829 5.160 3.869  -0.3104
O -0.304 -3.129 1.883  -0.5802
Cl 1.322 -4.691 6.097  -0.1114
H -6.776 5.912 -3.846  0.4068
H -5.854 4.372 -5.667  0.4821
O 9.502 3.630 2.245  -0.5604
C -0.309 -4.786 5.411  0.4317
H -4.906 0.819 -1.174  -0.1586
C 2.022 -2.693 -0.572  0.7541
H -0.285 -4.355 4.406  -0.1103
H -1.036 1.176 -1.762  0.3299
H 5.932 6.297 1.614  0.4617
H -1.961 -7.814 -0.495  0.4113
C -6.063 -0.561 0.241  0.0645
H 3.306 -1.200 1.539  -0.3206
H 10.799 -1.144 -3.623  0.2867
H 7.771 -1.335 0.277  0.3242
C 7.570 4.992 1.617  0.5084
N -4.558 3.392 -4.351  -0.7236
F -6.611 7.358 -5.125  -0.6802
H 9.026 1.058 -0.080  0.2106
Cl -1.452 -3.852 6.391  -0.1026
Mg 1.789 -0.125 1.359  -0.0394
H 8.997 -1.218 -3.627  0.2972
C 8.031 6.082 4.434  0.3028
N 9.866 -0.488 -1.867  0.8219
C 8.692 4.516 2.536  0.5191
H -4.533 2.564 -4.947  0.2699
S -0.017 -4.279 0.889  1.0848
N -6.311 1.961 3.159  1.0003
H -4.613 3.008 -3.403  0.2631
H -5.501 5.296 -2.779  0.3070
H 1.584 -4.936 -0.895  0.3587
H 2.441 -4.631 0.756  0.4205
H -10.011 -0.674 -0.318  0.2756
H -1.911 -1.816 -2.900  0.2578
H -5.072 6.122 -4.269  0.3640
H -3.020 -6.650 0.085  0.3760
C 1.649 -4.175 0.022  -0.7951
H -6.474 3.848 -1.524  0.1981
C -7.529 -0.311 -0.521  -0.2717


Entry 3:
DFT (ωB97M-V/def2-TZVPD) results for a cluster of 12 separate species, C29H49Cl2F15N8O17S5 in total at a distorted geometry.

Values from the calculation:
HOMO energy ... -3.53 eV
Lowest unoccupied orbital energy ... 1.52 eV
Total charge ... -2
Gap between HOMO and LUMO ... 5.05 eV

Last column: Mulliken charge in e.
Positions of all 125 atoms, in Å:
F -0.649 6.833 0.171  -0.2300
H 1.903 -1.826 4.644  0.5110
H 5.035 5.158 2.515  0.4092
O 5.432 -0.336 0.128  -0.6104
H 3.966 5.120 -2.018  0.4629
H 1.647 1.180 1.540  -0.1614
C 1.057 1.125 -0.520  0.5493
C -1.592 -2.903 5.288  -0.9318
Cl -4.427 2.282 -0.822  -0.7518
O -3.053 -5.093 -3.341  -0.7080
H 4.948 3.484 2.046  0.2707
C 1.865 -4.417 -0.871  -0.5280
O -6.791 2.051 5.158  -0.7069
H 0.780 2.528 0.918  0.3070
O -1.691 -6.102 -1.565  -0.6545
F -5.309 -0.064 3.761  -0.2081
C -0.119 -1.242 4.311  0.4076
O 1.454 4.095 -1.561  -0.5879
F -3.785 0.887 5.002  -0.2224
C 4.788 4.499 1.682  -0.8793
S -5.193 -5.256 4.361  1.0084
H 1.296 0.832 -7.374  0.3914
H -1.878 -3.453 6.185  0.4910
C -1.451 2.575 -3.237  -0.4999
O -0.807 -0.332 3.913  -0.4768
O 1.909 6.422 -1.443  -0.7620
F -6.231 -2.761 4.040  -0.1789
F 0.568 5.274 1.109  -0.2089
S -2.336 -4.879 -2.065  1.1262
F 4.303 -1.471 3.858  -0.2214
H 5.272 5.990 0.212  0.3858
N 1.310 -4.364 -2.297  0.3669
C 1.569 1.821 0.662  -0.4947
N -1.957 -0.559 0.781  0.6550
O -7.390 -0.087 6.139  -0.6205
H 1.434 -3.499 -2.803  0.4573
O -6.355 -5.746 5.159  -0.6945
H 1.794 -0.596 3.502  -0.0792
O 5.542 -2.547 1.160  -0.6505
C 1.286 -1.513 3.802  -0.3962
F -4.347 -3.210 -1.333  -0.2179
C 5.342 2.132 -1.904  -0.2793
N -0.504 -1.941 5.583  0.1090
H -2.475 -2.399 4.895  0.1157
C -2.926 4.581 -3.659  -0.8103
H -1.110 4.233 -5.975  0.3267
H 3.795 1.893 -4.141  0.4648
O -0.111 5.676 -2.639  -0.7140
H 1.184 -2.245 3.002  0.0056
H 0.685 3.220 -6.923  0.3396
H -4.056 -0.486 0.818  0.4498
C -3.237 -0.586 1.530  -1.0922
H -0.450 -6.045 -4.239  0.3006
N -0.086 0.281 -0.197  0.7034
N -0.090 2.685 -5.061  0.5091
H -1.878 1.550 0.214  0.5572
C -1.093 3.609 -5.094  -0.3051
F -4.971 -3.460 2.510  -0.1911
H 2.916 -4.693 -0.962  0.3840
C -0.202 5.630 0.100  0.6135
O 2.691 -6.052 -3.332  -0.4978
H 0.530 -4.736 -4.839  0.2900
S -6.373 0.910 5.997  1.1859
H -1.449 -2.563 1.032  0.6391
F 4.274 0.606 3.016  -0.1706
C -0.302 2.016 -3.825  -1.0413
H 1.362 -5.208 -0.315  0.2921
S 4.775 -1.322 1.061  0.9312
C 3.460 2.719 -3.513  -1.2425
H -2.126 2.430 -2.407  0.3759
H 0.154 -2.553 6.044  0.4472
H -3.393 -1.449 2.179  0.1208
H 0.313 -4.318 -2.145  -0.2305
H 2.487 2.367 -3.172  0.4131
C 4.529 4.234 -1.766  -0.4688
C 0.764 2.421 -6.186  -0.2915
N 4.344 2.981 -2.387  0.4283
O -5.841 1.466 7.256  -0.7192
C -4.889 0.109 5.049  0.5178
C 1.591 -5.536 -3.273  0.7520
F -4.737 -5.322 -0.751  -0.2110
O -4.705 -6.200 3.374  -0.6344
C 0.385 1.046 -6.816  -1.0449
C -5.942 -3.815 3.296  0.5325
H -3.277 0.287 2.181  0.4103
O -1.398 -3.774 -2.155  -0.7206
C 0.582 -5.727 -4.388  -1.0012
H -1.362 -3.595 4.478  0.2379
H 0.226 1.082 -3.699  0.9345
C 0.091 -1.070 0.178  -0.4676
C 5.930 2.769 -0.811  -0.5079
H 0.214 0.260 -6.081  0.3227
H 1.018 -6.371 -5.151  0.3260
Cl -0.069 -4.813 2.159  -0.7893
H 2.561 2.269 0.592  0.0320
H -0.448 1.073 -7.518  0.2933
H -3.092 5.250 -4.503  0.2989
H 1.818 0.545 -1.041  0.1434
H 6.623 2.404 -0.067  0.4345
H 5.382 1.094 -2.200  0.4659
H 6.568 4.880 0.713  0.3259
H -3.843 3.991 -3.646  0.4419
C -1.386 0.588 0.226  -0.7524
H 1.032 -1.598 0.154  -0.0246
H 3.708 4.597 1.573  0.1348
C 4.800 -0.617 2.909  0.4874
H 1.795 -3.488 -0.307  0.1683
H 1.788 2.466 -5.814  0.0418
C -1.070 -1.609 0.697  -0.3585
C 5.520 4.950 0.424  -0.4835
F -4.626 -1.133 5.542  -0.1824
F -7.050 -4.267 2.696  -0.2436
C -3.775 -4.354 -0.840  0.4740
H -0.804 -1.362 6.355  0.3943
H 0.598 1.862 -1.179  -0.5924
F -3.264 -4.284 0.443  -0.1000
N -1.907 3.620 -3.979  0.3779
O -4.195 -4.560 5.133  -0.5979
H -2.917 5.153 -2.732  0.2643
S 0.846 5.439 -1.550  1.2703
O 3.336 -1.520 0.684  -0.5693
F 6.142 -0.577 3.176  -0.2516
F -1.227 4.836 0.050  -0.1964
H 3.346 3.529 -4.234  0.3798
N 5.354 4.007 -0.700  0.2009


Entry 4:
DFT (ωB97M-V/def2-TZVPD) results for a cluster of 8 separate species, C29H49F3O19S5 in total at a distorted geometry.

Values from the calculation:
HOMO energy ... -9.93 eV
Lowest unoccupied orbital energy ... -0.22 eV
Gap between HOMO and LUMO ... 9.71 eV
SMILES ... O=C1OC[C@@H](F)O1.O=C1OC[C@@H](F)O1.O=C1OC[C@@H](F)O1.O=S1(=O)CCCC1.O=S1(=O)CCCC1.O=S1(=O)CCCC1.O=S1(=O)CCCC1.O=S1(=O)CCCC1

Last column: Mulliken charge in e.
Positions of all 105 atoms, in Å:
H -1.344 -0.757 -3.473  -0.7072
H 2.069 -2.793 4.010  -0.0719
H 2.389 -4.482 4.311  0.4964
S 0.297 5.694 -3.875  1.2299
C 0.560 0.498 2.181  -0.1638
H -1.924 3.371 -5.543  0.5912
F -2.754 6.209 -0.328  -0.2842
H -0.274 6.107 1.777  0.2681
C -3.103 -0.589 -4.657  -0.8334
C 0.603 0.882 0.726  0.1324
C -1.584 -0.416 -4.480  1.6468
C 5.097 -2.581 3.571  -0.7843
C -0.507 4.628 -2.661  0.0802
C -0.851 -2.932 -0.866  -0.1114
C -0.931 0.202 2.601  -0.3395
O 3.665 0.568 -3.156  -0.3551
H 0.051 -1.109 7.432  0.4138
H 1.282 -3.381 6.532  0.1859
C -1.693 -0.823 -6.905  -0.7396
H 2.962 -0.826 -1.044  0.0263
H -1.137 0.386 3.652  0.3857
F 4.596 -1.355 -3.740  -0.3166
C -1.822 1.042 1.702  -1.0721
H -1.246 7.563 -0.003  0.3784
H 4.980 -0.581 -1.961  0.3801
C 3.044 -3.886 2.319  -0.3535
H -1.034 -5.021 6.981  0.3826
C -1.049 -1.277 -5.603  -0.5999
H 3.727 -4.725 2.190  0.4174
O 1.731 5.684 -3.648  -0.6991
H -1.520 0.245 -7.056  0.3330
H -1.820 -2.684 -0.434  0.2457
H -0.861 5.243 -1.839  -0.2761
H 3.910 -2.564 5.405  0.3119
O -3.889 7.535 3.171  -0.4920
H 0.295 -1.355 5.690  -0.0116
H -1.285 0.630 -4.539  -0.6721
O -1.499 0.031 -0.745  -0.5754
H 0.026 -1.073 -5.578  0.2917
O -1.088 2.528 -0.374  -0.5685
H -2.045 -0.918 5.843  0.3974
S -1.030 1.147 0.043  0.9804
O 1.681 1.477 -3.676  -0.4621
H -3.532 -1.467 -4.166  0.3544
H 0.941 1.083 3.019  0.3861
H 4.615 -4.140 4.944  0.3683
O -0.408 6.968 -3.967  -0.6880
C -2.976 7.232 2.483  0.5793
C 0.261 -3.223 6.867  -0.4505
C -1.930 6.877 0.493  0.2300
H -3.788 0.188 -4.313  0.4602
H 5.495 -1.590 3.774  0.4556
O -2.637 7.800 1.312  -0.3749
O -2.198 -3.171 4.312  -0.5558
O 0.532 -5.637 0.571  -0.5384
C 2.786 -3.590 3.827  -0.2053
H 0.307 3.960 -2.384  0.2103
H 2.785 -2.327 -1.995  0.3366
C -1.147 3.614 -4.818  0.2913
H -2.468 4.713 -3.420  0.3176
H -0.428 5.279 -6.183  0.3756
O 5.144 -3.010 0.925  -0.7570
C 2.865 -1.249 -2.054  -0.1732
C -1.336 5.966 1.590  0.2664
O 0.092 -3.490 0.058  0.0377
C -1.661 3.975 -3.446  -0.6604
C -0.923 -3.978 -1.972  0.4282
S -3.418 -0.794 -6.424  1.1332
O 1.837 -0.570 -2.735  0.0567
H 0.766 4.175 -5.609  0.3979
H -1.875 -3.880 -2.487  0.3911
H -1.271 -2.311 -5.335  0.3408
S 4.251 -2.572 1.984  1.1868
F 0.136 -3.754 -2.827  -0.3103
C 4.148 -0.651 -2.653  0.1687
H 2.210 -3.841 1.629  -0.0506
H -0.457 -1.990 -1.242  -0.1493
H -1.480 -1.398 -7.798  0.4444
C -0.723 -4.251 6.280  -0.6590
C -0.185 -1.753 6.584  -0.3222
H -1.038 -0.864 2.393  0.1947
H -1.900 2.052 2.102  0.3665
H 1.060 -0.454 2.370  -0.1978
H -0.621 2.662 -4.704  -0.6154
C -1.690 -1.740 6.458  -0.7715
O 3.602 -1.274 1.851  -0.5634
H 0.197 -3.215 7.955  0.3359
C 0.123 -4.817 -0.185  0.3466
H -0.423 -4.766 5.366  0.2977
O -4.022 0.436 -6.911  -0.6676
H 1.002 0.108 0.064  -0.6366
C 4.132 -3.237 4.581  -0.7372
H -2.277 -1.833 7.375  0.3706
O -2.146 6.177 2.734  -0.3345
O -0.630 -5.146 -1.262  -0.3643
H -2.787 0.542 1.624  0.4438
H 1.186 1.780 0.526  0.5920
H -2.001 3.243 -2.709  0.3140
H 5.985 -3.209 3.494  0.3161
S -2.179 -3.375 5.750  1.1145
C -0.164 4.669 -5.324  -0.9215
C 2.332 0.600 -3.219  0.3112
H -1.420 4.965 1.156  -0.2358
O -3.991 -2.100 -6.683  -0.6680
O -3.338 -3.942 6.418  -0.6981